Density functional theory data (wB97M-V/def2-TZVPD) for a single C19H21N3O4 molecule.

Bonds (Å) are listed after each position.
Geometry (Å):
1 C -6.574 -2.769 0.639  C2 1.510, H27 1.089, H28 1.087, H29 1.087
2 C -5.127 -2.363 0.492  C1 1.510, O3 1.209, C4 1.488
3 O -4.226 -3.055 0.907  C2 1.209
4 C -4.866 -1.067 -0.189  C2 1.488, C5 1.394, C26 1.392
5 C -5.779 -0.479 -1.063  C4 1.394, C6 1.383, H30 1.078
6 C -5.455 0.710 -1.690  C5 1.383, C7 1.382, H31 1.080
7 C -4.244 1.329 -1.441  C6 1.382, C8 1.395, H32 1.082
8 C -3.329 0.759 -0.557  C7 1.395, N9 1.393, C26 1.390
9 N -2.106 1.399 -0.365  C8 1.393, C10 1.385, H33 1.009
10 C -1.290 1.279 0.747  N9 1.385, O11 1.211, N12 1.375
11 O -1.598 0.651 1.736  C10 1.211
12 N -0.124 2.004 0.668  C10 1.375, C13 1.447, C25 1.452
13 C 0.598 2.277 -0.556  N12 1.447, C14 1.533, H34 1.090, H35 1.096
14 C 1.644 1.188 -0.817  C13 1.533, C15 1.533, H36 1.091, H37 1.093
15 C 2.608 1.099 0.370  C14 1.533, N16 1.444, C24 1.529, H38 1.096
16 N 3.597 0.067 0.166  C15 1.444, C17 1.354, H39 1.008
17 C 4.903 0.341 -0.066  N16 1.354, O18 1.217, C19 1.472
18 O 5.353 1.470 -0.125  C17 1.217
19 C 5.743 -0.855 -0.239  C17 1.472, C20 1.371, O23 1.357
20 C 7.091 -0.949 -0.473  C19 1.371, C21 1.411, H40 1.070
21 C 7.382 -2.327 -0.553  C20 1.411, C22 1.362, H41 1.070
22 C 6.196 -2.971 -0.364  C21 1.362, O23 1.340, H42 1.072
23 O 5.200 -2.096 -0.174  C19 1.357, C22 1.340
24 C 1.816 0.856 1.655  C15 1.529, C25 1.529, H43 1.090, H44 1.092
25 C 0.756 1.945 1.822  N12 1.452, C24 1.529, H45 1.090, H46 1.094
26 C -3.643 -0.449 0.054  C4 1.392, C8 1.390, H47 1.078
27 H -6.963 -3.082 -0.329  C1 1.089
28 H -6.645 -3.606 1.328  C1 1.087
29 H -7.171 -1.937 1.002  C1 1.087
30 H -6.725 -0.950 -1.274  C5 1.078
31 H -6.152 1.163 -2.379  C6 1.080
32 H -4.004 2.262 -1.934  C7 1.082
33 H -1.961 2.206 -0.954  N9 1.009
34 H -0.077 2.343 -1.409  C13 1.090
35 H 1.100 3.244 -0.441  C13 1.096
36 H 2.197 1.416 -1.729  C14 1.091
37 H 1.137 0.228 -0.948  C14 1.093
38 H 3.173 2.036 0.449  C15 1.096
39 H 3.294 -0.895 0.190  N16 1.008
40 H 7.768 -0.127 -0.571  C20 1.070
41 H 8.337 -2.777 -0.727  C21 1.070
42 H 5.942 -4.013 -0.343  C22 1.072
43 H 2.484 0.856 2.516  C24 1.090
44 H 1.317 -0.115 1.604  C24 1.092
45 H 0.141 1.743 2.699  C25 1.090
46 H 1.235 2.923 1.930  C25 1.094
47 H -2.952 -0.914 0.738  C26 1.078

- ΔE to the lowest compared entry with this formula, charge and spin: 127.5 kJ/mol
- HOMO-LUMO gap: 9.062 eV
- Spin multiplicity: 1
- Max |F|: 1.32 eV/A
- Lowest unoccupied orbital energy: 0.504 eV
- Energy: -1201.8950 Ha

Just the Mulliken charges please, in e? Sure, here they are: number 1, C, carries -1.41; number 2, C, carries 0.72; number 3, O, carries -0.56; number 4, C, carries 0.22; number 5, C, carries -0.54; number 6, C, carries -0.84; number 7, C, carries -0.78; number 8, C, carries 0.62; number 9, N, carries 0.06; number 10, C, carries 0.50; number 11, O, carries -0.67; number 12, N, carries -0.01; number 13, C, carries -0.76; number 14, C, carries -0.78; number 15, C, carries -0.26; number 16, N, carries -0.15; number 17, C, carries 0.29; number 18, O, carries -0.69; number 19, C, carries 0.50; number 20, C, carries -0.50; number 21, C, carries -0.41; number 22, C, carries -0.43; number 23, O, carries -0.32; number 24, C, carries -0.54; number 25, C, carries -1.08; number 26, C, carries -0.29; number 27, H, carries 0.34; number 28, H, carries 0.36; number 29, H, carries 0.40; number 30, H, carries 0.34; number 31, H, carries 0.37; number 32, H, carries 0.38; number 33, H, carries 0.30; number 34, H, carries 0.38; number 35, H, carries 0.36; number 36, H, carries 0.40; number 37, H, carries 0.27; number 38, H, carries 0.26; number 39, H, carries 0.35; number 40, H, carries 0.52; number 41, H, carries 0.44; number 42, H, carries 0.45; number 43, H, carries 0.36; number 44, H, carries 0.31; number 45, H, carries 0.50; number 46, H, carries 0.43; number 47, H, carries 0.58

=====

Density functional theory data (wB97M-V/def2-TZVPD) for an isolated ion of composition CHClNO2S and charge +1.

Bonds (Å) are listed after each position.
Geometry (Å):
1 C 0.475 -0.266 -0.039  N2 1.248, Cl6 1.678, H7 1.158
2 N 1.071 0.715 0.449  C1 1.248, O4 1.534
3 O 4.433 -0.218 -0.859  S5 1.414
4 O 2.576 0.571 0.711  N2 1.534, S5 1.602
5 S 4.132 0.354 0.399  O3 1.414, O4 1.602
6 Cl 1.028 -1.799 -0.441  C1 1.678
7 H -0.664 -0.223 -0.243  C1 1.158

- ΔE to the lowest compared entry with this formula, charge and spin: 247.4 kJ/mol
- HOMO-LUMO gap: 8.443 eV
- Spin multiplicity: 1
- Max |F|: 4.13 eV/A
- Charge: +1
- Lowest unoccupied orbital energy: -8.010 eV
- Energy: -1101.8737 Ha

Just the Mulliken charges please, in e? Sure, here they are: number 1, C, carries 0.17; number 2, N, carries -0.05; number 3, O, carries -0.17; number 4, O, carries -0.20; number 5, S, carries 0.90; number 6, Cl, carries -0.02; number 7, H, carries 0.37

=====

| no. | highest occupied orbital energy (eV) |
| --- | --- |
| 1 | -8.558 |
| 2 | -16.453 |